Below is a single C37H35BO6 molecule in a non-equilibrium geometry, with properties calculated with wB97M-V/def2-TZVPD.

Output
Molecular weight, g/mol: 586.49
Energy relative to the best compared isomer or geometry (same formula, charge and spin), kcal/mol: 44.7
Electronic energy, eV: -51891.3566
Highest occupied orbital energy, eV: -6.73

Element x y z (Å)
C1 -3.40 -2.76 2.17
C2 -2.26 -1.90 2.15
C3 -1.45 -1.26 3.08
C4 -0.39 -0.73 2.36
C5 -0.65 -0.82 0.95
B1 0.32 -1.56 -0.58
C6 1.77 -1.17 -0.25
C7 2.73 -0.42 -0.84
C8 3.86 -0.35 0.05
C9 3.53 -1.20 1.10
C10 4.25 -1.75 2.23
O1 2.25 -1.64 0.95
C11 0.47 -3.10 -0.90
C12 -0.39 -4.19 -0.97
C13 0.35 -5.30 -1.50
C14 1.65 -4.87 -1.67
C15 2.81 -5.46 -2.35
O2 1.72 -3.52 -1.33
C16 -0.64 -1.23 -1.74
C17 -0.50 -1.36 -3.10
C18 -1.78 -1.10 -3.70
C19 -2.66 -0.84 -2.67
C20 -4.09 -0.67 -2.56
O3 -1.95 -0.83 -1.50
O4 -1.78 -1.65 0.89
H1 -3.80 -2.80 3.18
H2 -4.09 -2.33 1.44
H3 -3.14 -3.79 1.88
H4 -1.65 -1.11 4.14
H5 0.42 -0.22 2.82
H6 2.67 0.08 -1.81
H7 4.76 0.24 -0.06
H8 4.84 -0.96 2.70
H9 3.56 -2.19 2.96
H10 4.94 -2.52 1.87
H11 -1.43 -4.18 -0.69
H12 -0.06 -6.29 -1.79
H13 2.70 -6.56 -2.44
H14 2.85 -5.08 -3.39
H15 3.79 -5.27 -1.86
H16 0.41 -1.60 -3.64
H17 -2.04 -1.11 -4.77
H18 -4.54 -0.88 -3.54
H19 -4.55 -1.36 -1.84
H20 -4.35 0.35 -2.27
C21 4.81 2.98 2.75
C22 3.65 2.15 3.30
C23 2.70 2.09 2.14
C24 3.30 2.71 1.03
O5 4.55 3.18 1.28
C25 2.62 2.79 -0.19
C26 1.38 2.16 -0.26
C27 0.73 1.55 0.84
C28 -0.65 1.01 0.56
C29 -1.65 2.13 0.67
C30 -2.88 1.94 0.01
C31 -3.51 3.03 -0.59
C32 -2.97 4.34 -0.42
O6 -3.46 5.25 -1.32
C33 -4.45 4.53 -2.18
C34 -4.55 3.07 -1.67
C35 -1.92 4.59 0.48
C36 -1.34 3.48 1.08
C37 1.39 1.58 2.08
H21 4.84 3.97 3.21
H22 5.79 2.49 2.85
H23 3.98 1.16 3.61
H24 3.23 2.62 4.19
H25 3.07 3.33 -1.02
H26 0.88 2.15 -1.23
H27 -0.75 0.70 -0.63
H28 -3.29 0.95 -0.11
H29 -5.40 5.06 -2.10
H30 -4.06 4.58 -3.20
H31 -4.38 2.34 -2.48
H32 -5.57 2.88 -1.27
H33 -1.59 5.64 0.62
H34 -0.53 3.63 1.81
H35 0.98 1.19 3.01